Entry 1:
Formula: C8H8IrN6S4Sb
Source: the OMol25 dataset
Level of theory: ωB97M-V with the def2-TZVPD basis set

Results
Multiplicity = 1
Energy relative to the best compared isomer or geometry (same formula, charge and spin) = 10.6 kcal/mol
Electronic energy = -2575.60452 Ha

```
28
Properties=species:S:1:pos:R:3:forces:R:3
Ir -0.060686 0.190555 0.090771 0.07 -0.34 -0.35
N -2.727300 -1.793785 -0.291352 0.25 0.07 -0.10
C -1.715306 -2.343235 -0.951192 -0.53 0.19 0.34
N -1.896176 -3.494483 -1.587977 0.13 -0.16 -0.15
C -0.828266 -3.977572 -2.219606 -0.44 0.04 0.14
N -0.958588 -5.140509 -2.861719 0.13 0.05 -0.02
N 0.387764 -3.386221 -2.270514 0.42 0.19 0.00
C 0.478874 -2.258351 -1.612511 -0.49 -0.52 -0.14
N -0.524149 -1.690300 -0.930615 0.65 1.13 0.45
C 1.767413 -1.537889 -1.600254 0.51 0.09 -0.12
C 2.875726 -2.013963 -2.281258 -0.30 -0.08 0.05
C 4.055088 -1.291694 -2.227745 0.02 0.22 0.13
C 4.086750 -0.115619 -1.490536 0.08 -0.26 -0.20
C 2.939631 0.295371 -0.839055 -0.08 0.33 0.23
N 1.803540 -0.396672 -0.892793 -0.58 -0.12 0.20
H -3.624806 -2.244220 -0.295111 -0.01 -0.04 -0.01
H -2.607698 -0.905713 0.181911 -0.06 0.00 0.05
H -1.843020 -5.614903 -2.859830 -0.02 0.01 0.02
H -0.165147 -5.528120 -3.338497 -0.02 -0.02 -0.02
H 2.778678 -2.936991 -2.832710 0.04 -0.01 -0.02
H 4.935385 -1.638870 -2.750973 0.00 0.00 0.00
H 4.986568 0.477863 -1.420060 -0.02 0.02 0.02
H 2.915555 1.205106 -0.253014 -0.07 -0.02 0.01
S -3.752542 1.824155 2.430777 0.62 0.05 -0.19
Sb -1.601390 2.474591 2.067519 -0.82 0.89 0.85
S -0.174324 0.483622 2.366862 -0.20 0.50 -1.99
S -1.144232 2.170284 -0.337340 0.90 -1.52 1.13
S -0.678941 4.375163 2.894323 -0.20 -0.68 -0.33
```
Positions in Å, forces in eV/Å.

Entry 2:
Formula: C8H8N2
Source: the OMol25 dataset
Level of theory: ωB97M-V with the def2-TZVPD basis set

Results
Multiplicity = 1
Energy relative to the best compared isomer or geometry (same formula, charge and spin) = 132.9 kcal/mol
SMILES string = CN1N=C1c1ccccc1
Electronic energy = -418.97392 Ha

```
18
Properties=species:S:1:pos:R:3:forces:R:3
C -1.894171 -2.170583 -1.950922 2.99 1.49 3.70
N -1.086564 -0.765567 -2.010180 -0.28 -0.08 -0.54
N 0.384162 -0.781866 -2.569959 0.41 0.07 -0.92
C 0.176719 -0.205375 -1.500917 -2.27 -2.91 -0.13
C 0.619261 0.421721 -0.330416 0.78 2.48 1.77
C 1.816077 1.198687 -0.297339 -2.30 -2.25 -0.26
C 2.300222 1.759955 0.833686 -0.04 -0.51 0.08
C 1.519333 1.653505 1.993103 -0.64 0.54 -2.14
C 0.195762 1.256830 1.876237 2.60 -1.18 -2.34
C -0.240277 0.577108 0.752316 2.69 0.78 -0.33
H -1.332064 -3.158611 -1.858452 -0.31 1.42 0.34
H -2.223333 -2.109890 -2.931336 -1.67 -0.08 -1.39
H -2.552189 -1.944874 -1.025650 0.51 -0.84 -2.10
H 2.218987 1.234490 -1.244422 1.75 0.43 -1.68
H 3.268464 2.210295 0.692637 0.15 0.36 0.85
H 1.863591 2.112389 2.843419 0.67 0.86 2.13
H -0.487196 1.390876 2.589747 -2.25 0.54 3.14
H -1.201096 0.261036 0.699540 -2.79 -1.13 -0.19
```
Positions in Å, forces in eV/Å.

Entry 3:
Formula: C8H8N2O
Source: the OMol25 dataset
Level of theory: ωB97M-V with the def2-TZVPD basis set

Results
Multiplicity = 1
Energy relative to the best compared isomer or geometry (same formula, charge and spin) = 173.3 kcal/mol
Electronic energy = -494.15760 Ha

```
19
Properties=species:S:1:pos:R:3:forces:R:3
C 1.490819 2.578884 0.246328 0.54 -1.31 0.83
C 0.854888 2.795087 1.465871 -2.10 1.57 1.92
C 1.535993 1.342182 -0.276432 -2.10 0.30 1.84
C 0.034995 1.847255 1.993047 2.14 -0.99 -2.06
C 0.777904 0.259756 0.242100 -0.53 0.76 2.82
C 0.071086 0.470130 1.510568 -0.44 1.02 0.13
C -0.511913 -2.223981 1.018588 -1.21 -0.36 3.75
C -0.832972 -2.527198 -1.292054 -2.70 0.27 0.90
N 0.288899 -0.649982 -0.545099 0.75 -0.73 -2.30
N -0.450647 -1.613430 -0.161870 -0.70 -1.53 -2.38
O -0.633904 -0.386170 2.086227 -0.03 -1.37 -0.37
H 2.011329 3.296623 -0.263095 1.25 2.00 -0.91
H 0.756478 3.775619 2.064983 0.75 -1.29 -1.57
H 2.003010 1.258495 -1.156448 1.67 -0.78 -3.28
H -0.485561 2.136362 2.817021 -1.64 0.05 2.33
H -1.565708 -2.770802 1.297640 2.15 1.58 -1.25
H -0.416347 -3.517750 -1.345339 0.20 -0.35 0.96
H -0.561353 -2.079706 -2.163684 1.46 1.63 -2.24
H -1.936388 -2.517207 -1.450925 0.56 -0.47 0.87
```
Positions in Å, forces in eV/Å.

Entry 4:
Formula: C8H8N2O
Source: the OMol25 dataset
Level of theory: ωB97M-V with the def2-TZVPD basis set

Results
Multiplicity = 1
Energy relative to the best compared isomer or geometry (same formula, charge and spin) = 49.5 kcal/mol
SMILES string = COc1ccc2nc[nH]c2c1
Electronic energy = -494.35491 Ha

```
19
Properties=species:S:1:pos:R:3:forces:R:3
C 1.655706 -0.978930 3.165664 -2.99 0.13 -3.72
O 1.159187 0.187496 2.400684 2.08 -0.77 3.25
C 0.684139 -0.090426 1.229012 -2.83 -0.55 -3.88
C 0.681630 -1.404391 0.538512 1.00 1.12 2.88
C 0.036047 -1.573709 -0.650464 -0.91 0.18 -1.61
C -0.482925 -0.415096 -1.287741 0.07 1.08 2.45
N -1.065141 -0.254462 -2.491593 -0.72 -0.90 -2.34
C -1.399352 0.966991 -2.612749 -1.09 3.11 -2.25
N -1.215835 1.771991 -1.492192 1.96 -1.00 1.38
C -0.552464 0.861993 -0.616357 0.36 -1.32 0.06
C -0.067026 0.990919 0.675275 0.86 -0.68 -0.45
H 0.725354 -1.591822 3.254975 1.17 -0.23 0.10
H 2.447465 -1.397650 2.566940 0.24 -0.61 0.18
H 1.956160 -0.659273 4.072652 1.09 1.24 2.86
H 1.167444 -2.249664 1.094902 -0.71 0.82 -0.92
H -0.146276 -2.583467 -1.111832 0.53 1.22 0.47
H -1.797811 1.570140 -3.526661 0.63 -1.87 1.48
H -0.804375 2.726492 -1.525830 -0.91 -1.04 -0.25
H -0.189140 1.918486 1.208955 0.18 0.06 0.34
```
Positions in Å, forces in eV/Å.

Entry 5:
Formula: C8H8N2O3S
Source: the OMol25 dataset
Level of theory: ωB97M-V with the def2-TZVPD basis set

Results
Multiplicity = 1
Energy relative to the best compared isomer or geometry (same formula, charge and spin) = 40.2 kcal/mol
SMILES string = CS(=O)(=O)n1[nH]c(=O)c2ccccc21
Electronic energy = -1042.99238 Ha

```
22
Properties=species:S:1:pos:R:3:forces:R:3
C 0.989039 2.074568 -0.257113 1.22 -1.28 0.64
S 0.529250 1.796421 1.521581 0.76 0.42 -2.47
O 1.615435 2.175385 2.326164 1.71 -0.05 1.40
O -0.724380 2.416152 1.715076 -1.32 0.01 0.02
N 0.291858 0.116805 1.715404 -3.67 -0.35 -3.22
N 1.426662 -0.643672 1.559576 -1.77 -0.94 -1.56
C 1.493052 -1.476133 0.443445 0.67 0.68 1.16
O 2.416389 -2.191561 0.195230 0.92 -0.72 -0.43
C 0.242762 -1.305269 -0.238826 -2.36 1.79 0.56
C -0.253227 -1.868105 -1.396836 1.10 0.01 1.03
C -1.473971 -1.533219 -1.845495 -2.07 -0.61 -0.79
C -2.285601 -0.670376 -1.107623 -2.18 1.76 -1.50
C -1.882619 -0.045355 0.032147 3.74 -1.74 0.92
C -0.576377 -0.388588 0.436144 1.93 -0.21 1.67
H 1.220615 3.100645 -0.509605 -0.74 0.39 0.42
H 1.872242 1.533919 -0.679060 -0.46 -0.05 1.12
H 0.152082 1.605678 -0.701839 -0.99 0.37 -1.14
H 2.114093 -0.263249 2.085568 3.27 0.58 1.77
H 0.357284 -2.575214 -1.850321 0.86 -1.25 -1.08
H -1.913654 -2.102208 -2.685020 0.37 0.76 0.32
H -3.252014 -0.248840 -1.522523 0.95 -1.27 0.40
H -2.358920 0.492216 0.763925 -1.94 1.71 0.80
```
Positions in Å, forces in eV/Å.

Entry 6:
Formula: C8H8N2OS
Source: the OMol25 dataset
Level of theory: ωB97M-V with the def2-TZVPD basis set

Results
Multiplicity = 1
Energy relative to the best compared isomer or geometry (same formula, charge and spin) = 59.4 kcal/mol
SMILES string = OCC1(S)N=c2ccccc2=N1
Electronic energy = -892.46765 Ha

```
20
Properties=species:S:1:pos:R:3:forces:R:3
O 0.073797 -3.639712 0.924877 -0.23 -1.34 1.71
C 0.578016 -2.412965 0.587781 -3.21 0.69 -0.03
C -0.417251 -0.995888 1.310179 0.25 0.27 -1.12
S -0.935610 -1.708535 2.872131 0.14 -1.90 -0.86
N -1.431027 -0.715523 0.319523 0.41 0.59 -1.21
C -0.998029 0.365560 -0.328604 -0.13 -1.37 1.94
C -1.512682 0.989414 -1.503257 0.03 -0.37 -1.24
C -0.810104 2.050881 -2.011027 -0.20 -1.21 0.61
C 0.379503 2.579439 -1.408926 0.51 1.02 0.22
C 0.797744 2.013634 -0.228014 2.58 3.81 -1.01
C 0.206690 0.922728 0.360648 -2.97 -4.07 0.54
N 0.447851 0.105238 1.368058 2.28 1.36 0.15
H 0.165115 -4.057805 1.845259 0.39 1.71 -1.76
H 1.619261 -2.260122 0.720061 0.76 0.48 0.48
H 0.147354 -2.280802 -0.403083 0.91 0.25 -0.20
H -1.159985 -0.707608 3.645406 -0.17 1.71 0.55
H -2.296486 0.433015 -2.071472 0.48 0.97 0.57
H -1.059259 2.477293 -2.930654 -0.76 0.48 -1.35
H 0.914665 3.524254 -1.957614 -1.28 -2.62 1.78
H 1.628189 2.539819 0.232449 0.20 -0.46 0.25
```
Positions in Å, forces in eV/Å.